C13H9BrCl16N2S | wB97M-V/def2-TZVPD

Bonds (Å) are listed after each position.
Cartesian coordinates (Å):
1 Br -2.7270 6.0327 -0.8717  C2 2.037
2 C -1.2420 4.6382 -0.8981  Br1 2.037, C3 1.665, H14 1.194, H15 1.173
3 C -1.7413 3.5091 -2.0147  C2 1.665, C4 1.639, H16 1.170, H17 1.194
4 C -0.7099 2.2360 -2.0670  C3 1.639, C5 1.639, H18 1.193, H19 1.190
5 C -0.9194 1.1202 -0.8842  C4 1.639, C6 1.663, C13 1.640
6 C 0.4541 0.5209 -0.1643  C5 1.663, C7 1.665, H20 1.179
7 C 0.2915 -0.6460 1.0123  C6 1.665, C8 1.654, H21 1.189
8 C -1.2012 -1.2121 1.4441  C7 1.654, C9 1.650, H22 1.193
9 C -2.5652 -0.5985 0.7468  C8 1.650, N10 1.513, C13 1.642
10 N -4.0316 -0.9094 0.9535  C9 1.513, S11 1.775
11 S -5.0891 0.0551 -0.0962  N10 1.775, N12 1.780
12 N -3.7621 0.9082 -0.9213  S11 1.780, C13 1.513
13 C -2.3830 0.5475 -0.4149  C5 1.640, C9 1.642, N12 1.513
14 H -1.1544 4.1346 0.1805  C2 1.194
15 H -0.1949 5.0921 -1.1712  C2 1.173
16 H -2.8493 3.2441 -1.7459  C3 1.170
17 H -1.7806 3.9973 -3.1034  C3 1.194
18 H 0.3857 2.6846 -1.9203  C4 1.193
19 H -0.6886 1.7269 -3.1424  C4 1.190
20 H 1.5490 0.8589 -0.4416  C6 1.179
21 H 1.2320 -1.1368 1.5490  C7 1.189
22 H -1.3781 -2.0620 2.2621  C8 1.193
23 Cl -3.7898 5.2896 -3.7917  C24 1.782
24 C -3.9459 4.9598 -5.5356  Cl23 1.782, Cl25 1.782, Cl26 1.782, Cl27 1.782
25 Cl -2.5106 5.5819 -6.3886  C24 1.782
26 Cl -4.0773 3.2023 -5.7981  C24 1.782
27 Cl -5.4058 5.7649 -6.1641  C24 1.782
28 Cl 5.7010 -1.1860 -0.7394  C29 1.782
29 C 4.6247 -1.5190 0.6409  Cl28 1.782, Cl30 1.782, Cl31 1.782, Cl32 1.782
30 Cl 4.2505 -3.2602 0.6958  C29 1.782
31 Cl 5.4332 -1.0375 2.1540  C29 1.782
32 Cl 3.1144 -0.5925 0.4536  C29 1.782
33 Cl 4.5608 -3.3871 4.3143  C34 1.782
34 C 5.4581 -4.9022 4.0424  Cl33 1.782, Cl35 1.782, Cl36 1.782, Cl37 1.782
35 Cl 6.3114 -5.3636 5.5370  C34 1.782
36 Cl 4.3183 -6.1937 3.5865  C34 1.782
37 Cl 6.6416 -4.6647 2.7319  C34 1.782
38 Cl 0.1202 -5.1568 4.9379  C39 1.782
39 C -0.0359 -5.4867 3.1939  Cl38 1.782, Cl40 1.782, Cl41 1.782, Cl42 1.782
40 Cl 1.3994 -4.8645 2.3410  C39 1.782
41 Cl -0.1672 -7.2442 2.9314  C39 1.782
42 Cl -1.4957 -4.6815 2.5655  C39 1.782

Its HOMO-LUMO gap is 6.8 eV. Its HOMO energy is -0.3090 Eh. The maximum force comes out at 7.70 eV/A. The calculation puts the total energy at -297831.1560 eV. For the molecular weight, the calculation gives 872.448 g/mol.